1.
Computed, not measured: a single C20H19FNO4PS molecule, with wB97M-V/def2-TZVPD.

**LUMO level**: -0.33 eV
**Orbital gap**: 8.1 eV
**Structure (SMILES)**: CO[P@@](=O)(Nc1cc(-c2ccc(F)cc2)sc1C(=O)O)c1ccc(C)cc1C

```
! wB97M-V def2-TZVPD RIJCOSX def2/J DEFGRID3
* xyz 0 1
C -0.2443 -2.3565 -0.1963
O -0.4457 -1.4337 -1.2952
P -0.6396 0.1517 -0.8625
O -1.5964 0.2288 0.2864
N 0.8836 0.8059 -0.3748
C 1.5527 0.1826 0.6733
C 0.9476 0.0908 1.9519
C 1.6692 -0.6475 2.8501
C 1.3717 -0.8290 4.2757
C 0.1949 -0.2814 4.8322
C -0.1547 -0.6020 6.1426
C 0.6063 -1.4515 6.9558
F 0.2181 -1.7974 8.2189
C 1.8444 -1.8543 6.4574
C 2.2033 -1.5596 5.1326
S 3.1343 -1.2650 2.0774
C 2.7533 -0.4353 0.5525
C 3.6672 -0.4536 -0.5841
O 3.2929 0.0807 -1.6056
O 4.8539 -1.0896 -0.4664
C -1.2613 1.0280 -2.3345
C -0.6532 2.2448 -2.7038
C -0.9646 2.8887 -3.9305
C -1.9665 2.3413 -4.7334
C -2.3295 3.0225 -6.0682
C -2.6490 1.1978 -4.2925
C -2.3536 0.5497 -3.0840
C -3.1544 -0.6752 -2.5946
H 0.8229 -2.5457 -0.0693
H -0.6471 -3.3609 -0.4659
H -0.6517 -1.9851 0.7704
H 1.4783 0.8125 -1.2038
H 0.0025 0.6114 2.1779
H -0.5041 0.2911 4.2037
H -1.0951 -0.2917 6.5373
H 2.4551 -2.5418 7.0738
H 3.1315 -2.0138 4.8373
H 5.3291 -0.9507 -1.2798
H 0.1218 2.7151 -2.1184
H -0.4770 3.8096 -4.1494
H -3.2575 3.6106 -6.0412
H -1.5291 3.6627 -6.3591
H -2.3911 2.2446 -6.8403
H -3.4650 0.7979 -4.9111
H -2.5357 -1.5788 -2.6873
H -4.0587 -0.7646 -3.2042
H -3.5097 -0.6042 -1.5514
*
```

2.
Computed, not measured: a molecular structure, C20H19GeO5Pt, with wB97M-V/def2-TZVPD.

**LUMO level (spin up / spin down)**: -11.39 / -13.83 eV
**⟨S²⟩**: 6.053
**Orbital gap (spin up / spin down)**: 7.7 / 5.2 eV
**Energy above the lowest of the compared OMol25 structures with the same formula, charge and spin**: 12.67 kcal per mole

```
! wB97M-V def2-TZVPD RIJCOSX def2/J DEFGRID3
* xyz 3 5
Pt 1.2320 0.5142 -0.2969
O -1.0517 0.0455 2.6009
C -0.0020 -0.1750 2.0758
O 0.7499 0.8518 1.5849
C 0.5807 -1.5846 1.9463
C 2.0994 -1.6138 1.7077
C 2.6689 -3.0137 1.8794
C 2.1830 -3.7322 0.5950
C 1.3858 -2.6340 -0.0976
O 2.1440 -1.4341 0.2382
C 0.0715 -2.3879 0.6957
C -0.8833 -1.5954 -0.2011
O -2.0047 -2.1691 -0.2778
O -0.6112 -0.5389 -0.8079
H 0.2899 -2.1090 2.8550
H 2.6512 -0.8061 2.1788
H 3.7543 -2.9774 1.9260
H 2.3101 -3.4782 2.7961
H 3.0164 -4.0297 -0.0374
H 1.5757 -4.6145 0.7872
H 1.2851 -2.7174 -1.1768
H -0.4090 -3.3211 0.9821
Ge 0.2941 2.7606 -0.4352
C -0.2213 3.2468 -2.2857
C -1.3697 2.7224 -2.9403
C -1.7268 3.1910 -4.1700
C -0.9102 4.1758 -4.8134
C 0.2584 4.6815 -4.1882
C 0.6083 4.2047 -2.9596
C -1.1943 2.9169 0.8545
C -1.0044 3.7703 1.9517
C -2.0076 3.9165 2.8751
C -3.2390 3.1869 2.7251
C -3.4391 2.3260 1.6344
C -2.4301 2.1777 0.7280
H 1.3990 3.7231 -0.0023
H -1.9789 1.9687 -2.4583
H -2.6147 2.8324 -4.6741
H -1.1822 4.5248 -5.8033
H 0.8573 5.4272 -4.6943
H 1.5029 4.5763 -2.4745
H -0.0811 4.3220 2.0728
H -1.8930 4.5808 3.7225
H -4.0101 3.3009 3.4782
H -4.3676 1.7804 1.5386
H -2.5519 1.4883 -0.0990
*
```

3.
Computed, not measured: a molecular structure, C20H19IrN3O3S2, with wB97M-V/def2-TZVPD.

**LUMO level (spin up / spin down)**: -7.15 / -9.50 eV
**⟨S²⟩**: 0.782
**Orbital gap (spin up / spin down)**: 6.5 / 4.1 eV
**Energy above the lowest of the compared OMol25 structures with the same formula, charge and spin**: 0.00 kcal per mole

```
! wB97M-V def2-TZVPD RIJCOSX def2/J DEFGRID3
* xyz 2 2
Ir 0.6544 1.5933 -0.3841
C 0.6218 2.9689 -3.2372
O 0.4322 1.7571 -2.4601
C -0.4358 0.7719 -2.9390
C -0.8971 0.7286 -4.2376
C -1.7181 -0.3275 -4.6127
C -2.0721 -1.3145 -3.7021
C -1.6241 -1.2531 -2.3949
C -0.8049 -0.2006 -2.0110
N -0.3581 -0.0173 -0.6661
N -0.8796 -0.6896 0.2616
C -0.7301 -0.4877 1.5732
C 0.1629 0.4716 2.1817
O 0.9714 1.2335 1.5001
C 0.2629 0.5361 3.5854
C -0.4840 -0.2908 4.3659
C -1.3786 -1.2604 3.8272
C -2.1241 -2.0949 4.6765
C -2.9852 -3.0260 4.1513
C -3.1205 -3.1349 2.7628
C -2.4035 -2.3220 1.9128
C -1.5125 -1.3734 2.4296
H 1.0557 2.7059 -4.1975
H 1.3226 3.5758 -2.6728
H -0.3313 3.4803 -3.3572
H -0.6300 1.4868 -4.9586
H -2.0797 -0.3744 -5.6304
H -2.7091 -2.1317 -4.0092
H -1.9025 -2.0040 -1.6702
H 0.9375 1.2648 4.0119
H -0.4045 -0.2119 5.4439
H -2.0088 -1.9912 5.7480
H -3.5581 -3.6707 4.8028
H -3.8015 -3.8667 2.3494
H -2.5313 -2.4164 0.8447
S -3.3740 3.9277 0.1571
C -2.0225 3.1170 -0.0120
N -1.0142 2.5183 -0.1379
C 4.4747 -0.5074 -1.4875
S 3.4139 -0.0399 -0.1414
C 4.5804 0.7795 0.9207
O 2.5932 1.1373 -0.7626
H 5.0158 0.3665 -1.8454
H 3.8454 -0.9300 -2.2679
H 5.1597 -1.2703 -1.1161
H 5.2523 0.0220 1.3251
H 4.0108 1.2356 1.7280
H 5.1283 1.5287 0.3518
*
```

4.
Computed, not measured: a molecular structure, C20H19N2O3Pt, with wB97M-V/def2-TZVPD.

**LUMO level (spin up / spin down)**: -3.86 / -5.51 eV
**⟨S²⟩**: 2.073
**Orbital gap (spin up / spin down)**: 6.6 / 6.0 eV
**Energy above the lowest of the compared OMol25 structures with the same formula, charge and spin**: 1.27 kcal per mole

```
! wB97M-V def2-TZVPD RIJCOSX def2/J DEFGRID3
* xyz 1 3
Pt 1.0615 -1.0041 0.7948
C -0.1145 -3.6041 2.9156
O -0.3672 -2.5998 1.9307
C -1.6388 -2.2907 1.5869
C -2.7385 -2.9186 2.1557
C -4.0176 -2.5779 1.7532
C -4.2169 -1.6123 0.7749
C -3.1328 -0.9840 0.2037
C -1.8252 -1.2981 0.5954
N -0.6960 -0.6525 0.0176
N -1.0445 0.2649 -0.8402
C -0.2099 0.9880 -1.5688
C 1.2714 0.8388 -1.6673
O 1.9255 0.0713 -0.9469
C 1.9718 1.6028 -2.6828
C 1.3264 2.4731 -3.4680
C -0.0998 2.7045 -3.3603
C -0.7174 3.6421 -4.1817
C -2.0772 3.8773 -4.0820
C -2.8316 3.1730 -3.1499
C -2.2325 2.2367 -2.3299
C -0.8588 1.9781 -2.4232
H -0.5653 -3.3283 3.8691
H 0.9656 -3.6434 3.0151
H -0.4945 -4.5686 2.5794
H -2.6002 -3.6782 2.9100
H -4.8639 -3.0775 2.2048
H -5.2170 -1.3546 0.4569
H -3.2785 -0.2430 -0.5638
H 3.0373 1.4332 -2.7523
H 1.8720 3.0414 -4.2120
H -0.1190 4.1879 -4.9003
H -2.5502 4.6088 -4.7227
H -3.8932 3.3603 -3.0624
H -2.8216 1.7036 -1.6004
C 3.9079 0.7209 1.6744
C 3.6942 -0.5965 2.3300
C 4.7055 -1.0828 3.3180
O 2.7081 -1.3012 2.1111
H 4.8599 0.6912 1.1386
H 4.0098 1.4901 2.4433
H 3.1004 0.9674 0.9910
H 5.6174 -0.4925 3.2992
H 4.9247 -2.1328 3.1304
H 4.2638 -1.0140 4.3151
*
```

5.
Computed, not measured: a molecular structure, C20H19N3ORbS2Se4, with wB97M-V/def2-TZVPD.

**LUMO level**: 1.95 eV
**Orbital gap**: 4.6 eV
**Energy above the lowest of the compared OMol25 structures with the same formula, charge and spin**: 16.45 kcal per mole

```
! wB97M-V def2-TZVPD RIJCOSX def2/J DEFGRID3
* xyz -1 1
Rb -0.7580 -1.2311 -0.2975
N 4.0595 -0.0679 -0.1122
C 4.6620 -0.6779 0.9966
C 6.0363 -0.8626 1.0353
C 6.6394 -1.4494 2.1421
C 5.8708 -1.8790 3.2072
C 4.4899 -1.7142 3.1665
C 3.8905 -1.0970 2.0836
S 2.1374 -0.8217 2.0648
N 1.8173 -0.5021 0.4588
C 2.7074 -0.1957 -0.3913
C 2.2833 0.0419 -1.7932
C 3.0309 -0.4613 -2.8495
C 2.5468 -0.2984 -4.1382
C 1.3384 0.3428 -4.3212
C 0.6604 0.8077 -3.2010
N 1.1182 0.6680 -1.9643
H 4.6545 0.1129 -0.9010
H 6.6358 -0.5359 0.1929
H 7.7149 -1.5717 2.1526
H 6.3357 -2.3473 4.0650
H 3.8661 -2.0577 3.9829
H 3.9323 -1.0307 -2.6716
H 3.0845 -0.7305 -4.9717
H 0.8999 0.4451 -5.3034
H -0.3069 1.2816 -3.3004
Se 1.5699 -3.4765 -2.2856
Se -0.0619 -3.0936 -3.8885
Se -2.1116 -2.7435 -2.8709
Se -2.6878 -0.4878 -2.8709
C -7.4487 0.2493 1.1552
C -6.0023 0.6384 1.0107
C -5.5677 1.4380 -0.0395
C -4.2258 1.7553 -0.1881
C -3.3126 1.2842 0.7374
C -3.7222 0.4787 1.7879
C -5.0626 0.1633 1.9241
S -1.5460 1.6273 0.5794
C -1.5770 3.1051 1.6583
O -0.8655 0.5861 1.3841
H -8.0842 0.8074 0.4688
H -7.7986 0.4260 2.1736
H -7.5764 -0.8138 0.9418
H -6.2820 1.7923 -0.7729
H -3.8933 2.3385 -1.0386
H -2.9783 0.1051 2.4813
H -5.3856 -0.4710 2.7419
H -1.8985 2.7881 2.6487
H -2.2654 3.8351 1.2345
H -0.5628 3.5000 1.6959
*
```

6.
Computed, not measured: 2 unconnected molecules or ions with the total composition C20H20BF3O2, with wB97M-V/def2-TZVPD.

**LUMO level**: -2.69 eV
**Orbital gap**: 3.6 eV

```
! wB97M-V def2-TZVPD RIJCOSX def2/J DEFGRID3
* xyz 0 1
F -0.1035 2.5634 0.8312
B 1.1712 2.0980 1.1078
F 2.1951 2.7831 0.4895
F 1.3996 1.7321 2.4197
C 1.1226 0.5094 0.2737
C 2.4320 -0.1049 0.0373
C 3.0124 -1.0029 0.8700
H 0.4800 -0.1143 0.9104
H 0.6382 0.7586 -0.6769
H 2.9475 0.1994 -0.8781
H 3.6071 -1.8118 0.4443
H 2.8026 -0.9379 1.9399
C 5.6120 -8.1360 2.3703
C 4.5737 -7.0556 2.0426
C 5.3378 -5.7788 2.2064
C 6.6679 -6.1193 2.5675
O 6.8862 -7.4553 2.6963
C 7.6500 -5.1338 2.7592
C 7.2923 -3.8193 2.5872
C 5.9236 -3.4198 2.3635
C 5.4949 -2.0695 2.3816
C 6.2639 -0.9544 2.8196
C 6.0945 0.3294 2.2111
C 6.9007 1.3791 2.5964
C 7.8701 1.1940 3.6172
O 8.6043 2.3040 3.8933
C 8.0915 3.3862 3.0249
C 6.9960 2.7975 2.1279
C 8.0182 -0.0343 4.2833
C 7.1961 -1.0675 3.9097
C 4.9701 -4.4562 2.0904
H 5.3288 -8.7395 3.2419
H 5.8041 -8.7993 1.5173
H 4.1944 -7.1812 1.0225
H 3.7187 -7.1152 2.7240
H 8.6548 -5.4523 3.0267
H 8.0635 -3.0530 2.6435
H 4.4756 -1.8827 2.1115
H 5.3537 0.4767 1.4229
H 7.7040 4.1744 3.6819
H 8.9433 3.7726 2.4535
H 7.2832 2.8678 1.0723
H 6.0466 3.3319 2.2444
H 8.7757 -0.1233 5.0580
H 7.2578 -2.0107 4.4516
H 3.9461 -4.2005 1.8076
*
```

7.
Computed, not measured: a molecular structure, C20H20BF4IN3STeV, with wB97M-V/def2-TZVPD.

**LUMO level (spin up / spin down)**: -7.74 / -6.65 eV
**⟨S²⟩**: 2.085
**Orbital gap (spin up / spin down)**: 7.0 / 8.0 eV
**Energy above the lowest of the compared OMol25 structures with the same formula, charge and spin**: 0.00 kcal per mole

```
! wB97M-V def2-TZVPD RIJCOSX def2/J DEFGRID3
* xyz 2 3
V -1.3279 0.0468 -0.1968
S -0.3520 0.1600 1.8520
C -0.2845 1.8950 2.1313
N 0.7616 2.6142 1.7963
C 0.6025 4.0270 2.1851
C -0.8012 4.0309 2.8388
N -1.2111 2.6158 2.7244
H 1.5348 2.2305 1.2710
H 0.6488 4.6623 1.3039
H 1.3899 4.3103 2.8791
H -1.5049 4.6595 2.2992
H -0.7733 4.3318 3.8829
H -2.0139 2.2060 3.1729
F -1.3328 2.0357 -0.3709
B -0.7871 2.2059 -1.8299
F 0.5641 2.0729 -1.7264
F -1.2490 3.3587 -2.3071
F -1.3819 1.0110 -2.3444
Te 0.8810 -0.9675 -1.4989
C 2.6435 -0.0793 -0.7993
C 3.5402 0.2964 -1.7913
C 4.7750 0.8215 -1.4272
C 5.1029 0.9618 -0.0884
C 4.1994 0.5807 0.8966
C 2.9618 0.0581 0.5477
C 1.1139 -2.8875 -0.6960
C 1.2197 -3.9330 -1.6066
C 1.3656 -5.2335 -1.1373
C 1.3996 -5.4807 0.2270
C 1.2923 -4.4319 1.1330
C 1.1485 -3.1295 0.6756
H 3.2945 0.1989 -2.8410
H 5.4776 1.1175 -2.1943
H 6.0676 1.3620 0.1928
H 4.4652 0.6780 1.9415
H 2.2776 -0.2539 1.3238
H 1.1983 -3.7527 -2.6743
H 1.4583 -6.0490 -1.8418
H 1.5170 -6.4935 0.5884
H 1.3306 -4.6256 2.1969
H 1.0869 -2.3198 1.3926
I -2.2678 -2.6595 -0.2217
C -3.7887 -1.3307 -0.7388
C -5.0507 -1.6803 -1.1543
C -5.9181 -0.6389 -1.4671
C -5.4932 0.6781 -1.3648
C -4.2010 0.9344 -0.9596
N -3.3593 -0.0676 -0.6431
H -5.3524 -2.7146 -1.2342
H -6.9237 -0.8644 -1.7977
H -6.1517 1.4989 -1.6096
H -3.7923 1.9330 -0.8906
*
```

8.
Computed, not measured: a molecular structure, C20H20BrN4O3SSn, with wB97M-V/def2-TZVPD.

**LUMO level**: -4.49 eV
**Orbital gap**: 6.3 eV
**Energy above the lowest of the compared OMol25 structures with the same formula, charge and spin**: 29.76 kcal per mole

```
! wB97M-V def2-TZVPD RIJCOSX def2/J DEFGRID3
* xyz 1 1
Sn 0.0711 0.0307 -0.9721
N -0.7142 -0.7644 1.1807
C 0.4311 -0.5336 2.1427
C 1.0889 0.8301 1.7898
O 1.5242 1.4778 2.7554
N 1.1553 1.1917 0.4169
C 2.0127 2.2438 0.0077
C 1.7714 2.3521 -1.6069
O 2.0931 3.3537 -2.2067
O 1.1872 1.2024 -2.0816
H -1.5972 -0.3285 1.4322
H -0.8693 -1.7811 1.1757
H 1.1591 -1.3336 2.1059
H 0.1527 -0.4291 3.2057
H 3.0376 2.1658 0.3081
H 1.5555 3.0986 0.4448
Br -1.9495 -2.2781 -2.1225
C -0.4594 -3.2838 -2.6419
C -0.7562 -4.3903 -3.4634
C 0.1677 -5.3268 -3.8104
C 1.5152 -5.0643 -3.3941
C 1.8208 -3.8261 -2.6334
C 3.1908 -3.5876 -2.4070
C 3.5212 -2.4498 -1.6639
C 2.5503 -1.5485 -1.2703
C 1.2020 -1.7588 -1.5295
C 0.8047 -2.8674 -2.3025
H -1.7621 -4.4522 -3.8793
H -0.1096 -6.2463 -4.2943
H 2.3782 -5.6747 -3.6801
H 3.8412 -4.3528 -2.6444
H 4.5895 -2.2762 -1.3532
H 2.9289 -0.7355 -0.6215
C -0.6713 4.8021 2.2957
C -1.4369 3.5642 1.9607
C -2.3623 2.9743 2.7817
C -3.1315 1.9098 2.2961
N -2.8851 1.4618 1.0125
C -1.9839 2.0351 0.2896
S -1.8202 1.6187 -1.4877
N -1.2585 3.1011 0.6522
C -4.1831 1.1264 3.0544
H -0.8565 5.0650 3.3493
H -0.8946 5.6466 1.6920
H 0.3881 4.4906 2.1875
H -2.4971 3.3177 3.7834
H -0.6769 3.6368 -0.0223
H -3.9277 0.0217 2.9412
H -5.2319 1.3466 2.6354
H -4.1033 1.2246 4.1917
*
```